[1]
This record from the Open Molecules 2025 dataset describes a molecular structure, C23H33N7P2SSm. The level of theory is wB97M-V/def2-TZVPD.

Output
Expectation value of S²: 8.760
HOMO level (spin up / spin down) in eV: -16.116 / -16.116
Lowest unoccupied orbital energy (spin up / spin down) in eV: -9.0780 / -8.9199
Total charge: +3
Multiplicity: 6

Element x y z (Å)
1 Sm -0.07 -0.20 -0.68
2 S -2.47 0.20 0.61
3 P -1.08 2.26 -1.81
4 P 0.59 -0.14 -3.51
5 N -0.80 -2.64 -0.47
6 N 1.86 1.10 0.49
7 N 3.30 2.90 0.89
8 N -4.43 -1.11 1.90
9 N 0.99 -1.29 1.15
10 N -2.63 -0.90 3.10
11 N 1.96 -0.75 1.98
12 C -3.19 -0.66 1.93
13 C 0.57 -2.44 1.52
14 C 4.90 2.96 2.70
15 C 4.03 0.43 3.50
16 C 2.17 -0.99 -3.85
17 C -1.74 -5.13 0.32
18 C -4.85 -1.70 3.19
19 C -2.72 1.86 -2.50
20 C 1.07 1.64 -3.57
21 C 5.46 2.34 3.80
22 C -3.60 -1.47 4.07
23 C 3.44 1.05 2.39
24 C 5.03 1.07 4.20
25 C -2.14 -4.57 -0.88
26 C 2.38 0.42 1.61
27 C -0.41 -3.19 0.70
28 C -0.08 2.62 -3.33
29 C -1.35 3.87 -1.02
30 C 2.35 2.29 0.21
31 C -1.65 -3.32 -1.23
32 C 3.90 2.30 2.02
33 C -0.85 -4.42 1.12
34 C -0.40 -0.41 -5.00
35 H 2.61 -0.58 -4.76
36 H -5.72 -1.19 3.58
37 H -3.21 -2.39 4.50
38 H -1.32 0.17 -4.99
39 H 1.86 1.76 -2.82
40 H 1.55 1.83 -4.54
41 H 5.48 0.59 5.05
42 H -5.08 -2.75 3.07
43 H 5.24 3.94 2.39
44 H 3.68 -0.55 3.80
45 H 0.19 -0.12 -5.87
46 H 0.96 -2.89 2.43
47 H 0.32 3.64 -3.24
48 H -5.04 -1.00 1.11
49 H 3.61 3.81 0.59
50 H -0.50 -4.83 2.06
51 H -0.76 2.64 -4.18
52 H 6.25 2.84 4.35
53 H 2.88 -0.86 -3.03
54 H -3.44 1.71 -1.70
55 H -0.42 4.30 -0.64
56 H -3.05 2.68 -3.14
57 H -1.76 -0.47 3.37
58 H -2.69 0.95 -3.11
59 H -1.80 4.56 -1.74
60 H -2.09 -6.11 0.62
61 H -3.78 -0.75 4.87
62 H 1.96 2.83 -0.64
63 H -1.95 -2.86 -2.16
64 H -2.04 3.74 -0.18
65 H -0.66 -1.47 -5.09
66 H -2.82 -5.08 -1.55
67 H 2.00 -2.05 -3.99

[2]
This record from the Open Molecules 2025 dataset describes a molecular structure, C30H45NO3P2STc in a non-equilibrium geometry. The level of theory is wB97M-V/def2-TZVPD.

Output
Expectation value of S²: 3.776
HOMO level (spin up / spin down) in eV: -13.597 / -14.100
Lowest unoccupied orbital energy (spin up / spin down) in eV: -6.6679 / -7.9638
Total charge: +2
Multiplicity: 4

Element x y z (Å)
1 Tc -0.19 -0.61 -0.40
2 S -0.34 -1.45 4.48
3 P 0.18 -1.96 -2.09
4 P -2.32 -1.29 -0.20
5 O 1.01 -1.68 0.98
6 O -1.17 -2.46 5.06
7 O -0.46 -0.08 4.93
8 N -0.37 -1.52 2.81
9 C -3.77 -5.25 -1.63
10 C -3.69 -3.92 -4.40
11 C 0.41 1.82 2.43
12 C -1.04 1.86 -2.44
13 C 1.45 -3.18 -2.07
14 C -2.67 -5.89 -2.50
15 C 1.11 1.04 -1.17
16 C -2.22 -4.05 -4.88
17 C 1.53 1.14 0.21
18 C -1.24 -4.25 -3.76
19 C 0.80 -1.77 2.26
20 C 2.05 0.90 -2.32
21 C -1.47 -5.01 -2.66
22 C 0.41 1.50 0.99
23 C -1.39 -2.59 -1.23
24 C -0.74 1.56 0.13
25 C 4.07 -2.40 4.13
26 C -3.66 -0.58 -1.16
27 C -2.08 2.04 0.57
28 C -0.29 1.39 -1.23
29 C -3.99 -3.80 -1.88
30 C 1.37 -1.90 4.52
31 C 2.91 0.95 0.70
32 C 2.20 -1.98 5.65
33 C -0.28 -1.34 -3.69
34 C 3.22 -2.31 3.02
35 C 3.56 -2.24 5.43
36 C 1.85 -2.09 3.24
37 C -2.96 -2.14 1.22
38 C -3.84 -3.19 -3.10
39 H -1.97 -3.13 -5.44
40 H 1.52 0.70 -3.25
41 H 1.32 1.46 2.91
42 H -2.17 -4.87 -5.62
43 H -0.75 -0.36 -3.64
44 H 1.05 -4.12 -2.45
45 H -4.13 0.18 -0.51
46 H -2.20 -2.12 2.02
47 H -0.66 -5.21 -1.93
48 H -4.36 -1.38 -1.40
49 H -2.03 -2.79 -2.09
50 H -2.09 1.52 -2.41
51 H 2.75 0.07 -2.12
52 H 2.66 1.80 -2.47
53 H -0.43 1.34 2.96
54 H -3.08 -6.25 -3.46
55 H 1.78 -1.83 6.63
56 H 3.39 1.92 0.93
57 H -4.19 -4.90 -4.42
58 H -3.85 -1.58 1.56
59 H -3.28 -0.10 -2.07
60 H -2.35 -6.82 -1.98
61 H -3.22 -3.17 0.93
62 H 3.53 0.44 -0.04
63 H 2.26 -2.80 -2.70
64 H -4.71 -5.83 -1.77
65 H -2.09 3.12 0.76
66 H -3.51 -5.39 -0.57
67 H 0.34 2.90 2.61
68 H 4.23 -2.32 6.29
69 H -1.22 -3.51 -0.65
70 H -1.06 2.97 -2.48
71 H 2.92 0.35 1.62
72 H -4.14 -2.14 -3.23
73 H -0.20 -4.05 -4.07
74 H -4.59 -3.31 -1.10
75 H -0.98 -2.05 -4.13
76 H 1.83 -3.31 -1.05
77 H -4.22 -3.34 -5.17
78 H 0.64 -1.28 -4.28
79 H 5.14 -2.58 3.99
80 H -2.38 1.54 1.50
81 H 3.58 -2.42 2.00
82 H -0.56 1.52 -3.36
83 H -2.84 1.84 -0.19

[3]
This record from the Open Molecules 2025 dataset describes a single C4H8N4 molecule in a non-equilibrium geometry. The level of theory is wB97M-V/def2-TZVPD.

Output
HOMO level in eV: -7.251
Lowest unoccupied orbital energy in eV: 0.8502
Structure (SMILES): CNc1nccn1N

Element x y z (Å)
1 N -1.36 -0.25 -0.19
2 N -0.29 1.84 -0.07
3 N 1.26 0.00 -0.67
4 N -1.32 -1.64 -0.43
5 C -1.56 1.90 0.25
6 C -2.20 0.68 0.18
7 C 2.44 0.16 0.14
8 C 0.07 0.65 -0.36
9 H -1.80 -1.94 -1.24
10 H -1.70 -2.15 0.32
11 H -3.27 0.74 0.06
12 H -2.14 2.91 0.41
13 H 1.03 -0.93 -1.04
14 H 2.52 -0.62 0.86
15 H 2.45 0.97 0.77
16 H 3.23 0.12 -0.52

[4]
This record from the Open Molecules 2025 dataset describes a molecular structure, C29H50P2Tl in a non-equilibrium geometry. The level of theory is wB97M-V/def2-TZVPD.

Output
HOMO level (spin up / spin down) in eV: -9.097 / -7.507
Lowest unoccupied orbital energy (spin up / spin down) in eV: -3.0831 / -3.1349
Total charge: +1

Element x y z (Å)
1 Tl -1.71 3.22 -0.56
2 P -0.61 -1.81 -2.29
3 P 1.57 -0.05 -1.49
4 C -1.76 -1.85 -3.75
5 C -1.80 -1.13 -1.02
6 C 2.32 -1.41 3.53
7 C -2.49 5.15 -2.70
8 C 1.94 -4.39 -1.15
9 C 1.51 -1.25 -0.24
10 C 3.15 0.46 -2.13
11 C 0.63 0.33 4.42
12 C 2.19 -4.42 1.39
13 C -1.36 2.94 -4.47
14 C -0.22 -1.71 3.77
15 C 2.48 -3.66 0.09
16 C 3.98 -3.38 -0.05
17 C -2.73 -1.29 4.29
18 C 0.92 1.39 -0.55
19 C 0.97 -0.95 3.90
20 C -1.31 -0.90 4.22
21 C -3.14 2.55 -2.67
22 C -3.28 3.88 -2.28
23 C -0.79 0.36 4.61
24 C -0.94 5.21 -2.39
25 C -0.32 -3.09 3.29
26 C -1.57 1.48 5.18
27 C -2.61 2.11 -4.04
28 C 1.84 -2.35 0.16
29 C -0.21 3.91 -2.43
30 C -0.32 2.98 -3.40
31 C 1.55 1.43 4.77
32 C 0.29 -0.28 -2.76
33 H 1.24 2.38 4.30
34 H -1.12 -2.21 -4.57
35 H 2.48 -5.34 -1.29
36 H -2.89 -2.26 3.80
37 H 1.58 1.60 5.86
38 H -2.58 -2.55 -3.52
39 H 3.64 -0.43 -2.56
40 H -0.89 5.60 -1.36
41 H -2.66 -1.81 -0.98
42 H -0.43 5.98 -3.01
43 H -3.54 1.74 -2.02
44 H 1.12 -4.66 1.48
45 H 4.32 -2.80 0.82
46 H -2.89 5.93 -2.03
47 H -0.42 0.55 -2.81
48 H 0.53 2.29 -3.59
49 H -0.22 -3.14 2.20
50 H 1.71 2.06 -0.20
51 H 0.47 -3.72 3.73
52 H -2.54 1.56 4.67
53 H 2.57 1.20 4.44
54 H 2.42 -1.46 2.43
55 H -1.72 3.93 -4.76
56 H -0.94 2.44 -5.37
57 H -3.38 -0.54 3.80
58 H -1.77 1.32 6.25
59 H 2.52 -2.41 3.93
60 H -1.28 -1.19 -0.05
61 H -2.33 1.04 -4.05
62 H -2.18 -0.86 -4.01
63 H -2.16 -0.09 -1.19
64 H -4.16 4.18 -1.65
65 H 0.79 -0.35 -3.73
66 H -2.71 5.50 -3.73
67 H 3.09 -0.73 3.92
68 H 3.76 0.89 -1.33
69 H 4.55 -4.31 -0.12
70 H 0.33 1.02 0.29
71 H 2.10 -3.77 -2.05
72 H -3.07 -1.39 5.34
73 H 0.32 1.88 -1.32
74 H -3.40 2.20 -4.84
75 H -1.29 -3.54 3.56
76 H 2.49 -3.82 2.26
77 H 3.01 1.19 -2.94
78 H 0.87 -4.60 -1.05
79 H 0.60 3.74 -1.67
80 H -1.03 2.43 5.07
81 H 4.14 -2.80 -0.98
82 H 2.77 -5.35 1.38